[1]
Molecular formula: C13H32N5PPdSSe
Method: DFT, ωB97M-V/def2-TZVPD

```
54
Properties=species:S:1:pos:R:3:forces:R:3:mulliken_charge:R:1
Pd -0.359548 -0.104945 0.729310 -0.19 0.83 0.74 -0.22
N -6.404028 1.910744 -1.089486 0.10 0.00 0.01 -0.31
C -5.087791 2.441625 -0.538533 -0.23 0.02 -0.04 -0.61
C -3.942612 1.449719 -0.743002 0.01 0.05 0.08 -0.76
N -2.707137 1.898221 -0.130853 -0.18 0.08 -0.20 -0.37
H -7.172149 2.561848 -0.916212 -0.02 0.06 0.02 0.37
H -6.658721 1.020398 -0.658247 0.01 -0.04 0.04 0.35
H -6.357137 1.759699 -2.098669 0.03 0.00 -0.05 0.35
H -5.261574 2.638438 0.517876 0.01 -0.01 0.01 0.40
H -4.909101 3.386631 -1.047965 0.05 0.01 0.01 0.38
H -3.772342 1.295830 -1.811539 0.00 -0.01 0.00 0.39
H -4.216722 0.479764 -0.314863 -0.01 0.01 0.01 0.35
H -2.825508 2.092935 0.855678 0.08 -0.06 0.09 0.25
H -2.350985 2.734995 -0.577498 0.06 0.00 0.01 0.24
Se -2.028769 -1.192376 2.131972 0.84 -0.42 -0.25 -0.25
C -0.433075 -1.521572 3.054392 -0.58 -0.02 -0.24 0.32
N 0.615306 -1.700630 3.502541 0.05 0.11 0.15 -0.55
C -1.530053 -3.387364 -2.514168 -0.02 0.00 0.02 -1.26
C -1.681699 -2.459065 -1.304387 -0.06 -0.17 -0.20 -0.44
P -0.226360 -1.433298 -0.983585 -0.02 -0.30 0.16 1.30
C 1.162672 -2.583665 -0.734924 0.02 -0.06 0.06 -0.77
C 2.284124 -2.089304 0.176867 0.06 0.09 -0.04 -0.98
C 0.093830 -0.523631 -2.521677 -0.05 0.13 -0.07 -0.73
C 0.982846 0.715337 -2.448947 0.09 -0.03 0.05 -1.19
H -2.422484 -4.001847 -2.624132 0.00 0.00 0.01 0.41
H -0.684316 -4.064977 -2.397330 0.00 0.01 0.01 0.33
H -1.396543 -2.832295 -3.442554 0.00 0.01 0.01 0.32
H -1.866124 -3.023016 -0.387974 0.02 0.00 -0.02 0.42
H -2.529892 -1.780976 -1.430583 0.01 0.02 0.01 0.21
H 1.553687 -2.815886 -1.728538 -0.03 -0.09 0.00 0.53
H 0.725624 -3.499574 -0.329467 0.03 -0.02 0.00 0.47
H 2.719793 -1.157463 -0.190246 0.00 0.00 -0.02 0.12
H 3.075127 -2.837629 0.215973 0.00 0.01 -0.01 0.46
H 1.927784 -1.924087 1.191997 -0.04 -0.01 0.04 0.17
H -0.886214 -0.264217 -2.930832 0.01 -0.01 -0.02 0.41
H 0.541608 -1.265159 -3.189057 -0.09 0.01 -0.09 0.54
H 0.591214 1.458005 -1.756226 -0.05 0.00 -0.02 0.20
H 1.053085 1.162082 -3.439717 0.03 0.01 0.01 0.40
H 1.995171 0.469841 -2.123675 -0.02 -0.03 0.00 0.29
S 0.889015 1.836043 1.175179 0.40 -0.08 -0.35 -0.52
C 2.502592 1.369859 1.703361 -0.25 -0.10 0.15 0.42
N 2.674175 0.491472 2.669452 -0.05 0.05 -0.05 0.11
C 3.981726 0.131900 3.232238 -0.09 -0.02 -0.03 -0.55
C 4.970974 1.255108 2.979029 0.03 -0.02 0.03 -0.65
C 4.933467 1.657009 1.515556 -0.08 0.05 -0.04 -0.58
N 3.546019 1.953352 1.136743 0.00 -0.01 -0.06 -0.15
H 1.845629 0.042710 3.042710 0.04 -0.08 0.05 0.11
H 4.320130 -0.805351 2.785219 -0.01 0.01 -0.02 0.29
H 3.836711 -0.040407 4.296444 0.03 -0.01 0.01 0.39
H 5.974405 0.924750 3.241492 -0.01 0.01 0.02 0.36
H 4.726553 2.114375 3.604892 0.00 0.01 -0.01 0.31
H 5.318763 0.857158 0.879908 0.00 -0.01 -0.01 0.28
H 5.524743 2.550178 1.329049 0.02 0.00 0.02 0.39
H 3.344109 2.648708 0.437007 0.05 0.02 -0.01 0.25
```
Forces are in eV/Å.

Computed properties:
* gap between HOMO and LUMO: 6.75 eV
* E: -4056.6958 Eh
* charge: +2

=====

[2]
Molecular formula: C13H33Cl21NO5P3Si2
Method: DFT, ωB97M-V/def2-TZVPD

```
78
Properties=species:S:1:pos:R:3:forces:R:3:mulliken_charge:R:1
C 4.180338 3.633476 0.436990 0.59 -0.52 0.67 -1.27
C 3.174079 2.529653 0.323536 0.43 0.27 0.00 0.81
C 3.493870 1.442342 -0.658378 0.63 0.13 0.17 -0.90
N 2.151472 2.537469 1.071853 -1.33 0.63 -0.72 -0.33
Si 0.701319 1.944851 0.331431 0.58 -0.69 1.52 0.69
O -0.608727 2.350133 1.317339 -0.04 -0.48 -1.05 -0.11
Si -1.950230 1.515241 0.788481 -0.03 0.35 -0.83 0.29
P -3.667688 2.835508 1.337409 -0.46 -1.32 1.50 0.03
P -5.080783 2.785431 -0.298399 0.94 1.53 -0.74 0.90
O -4.900498 3.943996 -1.183350 -0.10 0.92 -0.57 -0.63
O -6.567853 2.812998 0.271405 -0.20 -0.62 0.18 -0.52
O -4.839906 1.465805 -1.118738 -0.35 -0.74 0.60 -0.21
P -2.286503 -0.466342 1.870202 -0.74 -0.31 1.75 0.21
O -3.690689 -1.076308 1.212956 0.81 -0.12 -0.54 -0.37
Cl -0.820095 -1.794353 1.234174 -0.24 0.40 -0.40 -0.19
H 3.793030 4.452981 1.024655 -0.22 0.28 -0.16 0.37
H 4.570235 3.930664 -0.531791 -0.09 0.15 -0.17 0.33
H 5.031908 3.229702 0.994588 -0.07 0.19 -0.11 0.12
H 4.566201 1.272281 -0.611314 0.14 -0.07 -0.13 0.20
H 3.295717 1.723860 -1.689019 -0.32 0.06 -0.15 0.47
H 3.040729 0.493457 -0.398276 -0.26 0.28 0.00 0.01
H 0.706868 0.458741 0.326333 -0.18 -0.02 -0.21 -0.17
H 0.514326 2.405075 -1.052324 -0.01 0.30 0.00 -0.22
H -1.893136 1.291486 -0.675443 0.13 0.05 -0.09 -0.17
H -3.115420 4.121417 1.430085 -0.05 -0.01 -0.78 -0.13
H -6.942307 3.660462 -0.018153 -0.01 -0.17 0.05 0.33
H -5.059298 1.696174 -2.044827 0.23 -0.38 -0.05 0.11
H -3.481028 -1.915419 0.770424 -0.31 0.26 -0.10 0.22
C -0.085682 0.459673 5.245492 0.00 0.06 0.01 -0.40
Cl -1.630593 -0.249522 5.726861 0.03 0.01 0.06 -0.16
Cl 0.184432 0.360568 3.500839 0.53 0.07 0.43 0.03
H -0.077667 1.503161 5.536782 -0.07 0.03 -0.06 0.29
H 0.711561 -0.076172 5.746237 -0.02 -0.09 -0.04 0.24
C -0.619632 -5.250467 -0.437429 0.06 0.16 -0.11 -0.56
Cl 0.507518 -4.017631 -1.016906 -0.14 -0.09 -0.03 0.04
Cl -2.211152 -4.561133 -0.071905 -0.19 -0.26 -0.05 -0.15
H -0.735463 -6.007393 -1.203753 -0.06 0.06 -0.06 0.42
H -0.220673 -5.691592 0.464947 -0.07 0.14 0.12 0.25
C -4.758425 6.319608 2.519205 -0.04 0.09 0.03 -0.11
Cl -5.065629 7.953358 1.923627 0.04 0.01 0.02 -0.17
Cl -5.957873 5.163127 1.926711 0.01 0.26 0.32 -0.10
H -3.777653 6.007482 2.181373 -0.02 0.01 -0.10 0.07
H -4.795868 6.330602 3.601656 -0.09 0.01 0.00 0.35
C 6.437306 -0.058327 1.911463 0.02 -0.11 0.07 -0.33
Cl 6.612075 1.407702 0.933119 0.49 -0.25 0.14 -0.16
Cl 4.759941 -0.600285 1.978685 -0.03 -0.04 -0.10 -0.07
H 7.040678 -0.843979 1.472762 -0.04 0.02 -0.11 0.37
H 6.773099 0.157984 2.918705 -0.08 0.09 0.01 0.22
C -5.435341 -5.609485 -1.619381 0.03 0.03 -0.03 0.17
Cl -6.366584 -5.084581 -0.212609 0.03 0.06 0.01 -0.15
Cl -5.753030 -7.301744 -2.024868 0.03 0.00 -0.05 -0.17
H -5.707321 -4.992046 -2.466834 -0.09 -0.03 0.00 0.27
H -4.382742 -5.499354 -1.392144 0.00 -0.07 0.04 -0.12
C 3.827761 -1.895908 -3.083174 0.00 0.15 -0.02 -0.08
Cl 2.581331 -1.239534 -2.015382 -0.19 -0.46 -0.30 -0.04
Cl 5.456730 -1.554615 -2.470838 0.01 -0.03 -0.02 -0.18
H 3.698874 -2.970625 -3.150256 0.02 -0.01 0.06 0.38
H 3.714970 -1.443294 -4.067943 0.12 -0.03 0.80 -0.10
C 4.988212 0.617073 5.983733 -0.01 0.05 0.01 -0.17
Cl 5.080350 1.922633 4.795575 -0.02 0.03 0.03 -0.11
Cl 5.632578 -0.898604 5.340287 0.02 -0.07 0.18 -0.15
H 5.566657 0.897816 6.855296 0.07 0.00 -0.04 0.30
H 3.950447 0.464456 6.253855 -0.03 -0.03 -0.09 0.14
C -6.161457 3.247803 -4.146902 -0.03 0.31 0.02 -0.16
Cl -5.232289 1.738258 -4.268398 -0.03 -0.01 0.00 -0.21
Cl -6.405883 3.987051 -5.731303 -0.02 -0.02 0.03 -0.17
H -7.128614 3.021954 -3.713683 -0.02 -0.09 -0.07 0.29
H -5.614347 3.936568 -3.511122 0.08 -0.08 0.00 0.24
C 1.692894 -2.105791 -6.794407 -0.13 -0.01 -0.04 -0.29
Cl 0.456397 -1.486585 -5.698727 -0.01 -0.03 -0.02 -0.12
Cl 3.324200 -1.794328 -6.175669 -0.07 -0.11 -0.84 -0.13
H 1.563555 -3.175992 -6.899054 0.04 -0.02 0.08 0.27
H 1.588132 -1.617374 -7.755366 0.04 0.09 0.03 0.30
C 3.647010 -6.634701 -0.228717 0.08 0.01 -0.03 -0.41
Cl 3.824205 -5.091351 -1.064826 0.19 -0.01 0.02 -0.04
Cl 1.946049 -7.040405 0.046417 0.21 -0.26 0.06 -0.13
H 4.094380 -7.413497 -0.833983 -0.08 0.00 -0.07 0.30
H 4.146650 -6.571343 0.730104 -0.07 0.07 0.04 0.30
```
Forces are in eV/Å.

Computed properties:
* gap between HOMO and LUMO: 8.15 eV
* E: -12213.3086 Eh

=====

[3]
Molecular formula: C13H33ClIN2O2P2Yb
Method: DFT, ωB97M-V/def2-TZVPD

```
55
Properties=species:S:1:pos:R:3:forces:R:3:lowdin_spin:R:1
C 1.633546 3.955214 -2.860012 0.20 0.17 -0.31 0.00
C 1.125381 2.842820 -2.031345 1.07 -1.42 -0.13 0.00
H 2.512341 3.615823 -3.438770 -0.40 0.03 0.33 0.00
H 1.913792 4.796500 -2.209247 -0.19 -0.17 -0.10 0.00
H 0.841193 4.296098 -3.541533 0.11 -0.02 0.25 0.00
O 1.588176 1.713598 -1.925220 -1.91 3.02 0.25 0.00
I -0.917127 3.591584 -0.753062 1.33 0.49 -1.20 0.00
Yb -0.024158 0.954052 -0.422316 -0.99 -3.42 2.27 0.99
P -1.523984 0.184596 -2.975126 -1.13 -0.06 -0.34 0.00
C -1.781501 -1.377130 -3.914415 0.64 -0.29 0.22 0.00
C -3.221444 0.439110 -2.303502 0.21 0.08 0.33 0.00
H -3.912258 0.672059 -3.123901 0.12 -0.10 0.27 0.00
H -2.550081 1.229439 -4.916385 0.36 0.08 0.16 0.00
H -3.193716 1.262473 -1.576188 -0.28 -0.18 -0.21 0.00
H -1.486680 2.381313 -4.028232 -0.13 -0.16 -0.23 0.00
H -1.881911 -2.229797 -3.229234 -0.01 0.24 -0.34 0.00
H -3.553026 -0.462316 -1.770950 0.03 0.29 -0.17 0.00
C -1.590813 1.349802 -4.391464 0.51 0.17 0.13 0.00
H -2.676486 -1.311725 -4.549883 0.25 0.13 0.26 0.00
H -0.761536 1.124546 -5.077015 -0.25 0.16 0.10 0.00
H -0.899009 -1.550703 -4.547299 -0.30 -0.04 0.12 0.00
P 2.001803 1.821339 1.663968 0.23 0.40 0.95 0.00
C 3.354550 0.926864 2.529084 0.09 -0.62 -0.44 0.00
C 2.878593 3.406951 1.385534 -0.07 0.01 -0.50 0.00
H -0.067477 2.496466 2.718665 0.23 0.08 0.41 0.00
H 1.361514 3.187584 3.587076 -0.15 -0.34 -0.08 0.00
H 0.880339 1.466071 3.816382 0.00 0.27 -0.21 0.00
C 0.945514 2.295712 3.098866 -0.52 -0.13 -0.36 0.00
H 2.274812 4.051038 0.732683 0.22 0.08 0.23 0.00
H 3.045653 3.904461 2.350892 0.03 -0.11 -0.37 0.00
H 3.512795 1.329439 3.540535 -0.13 -0.01 -0.38 0.00
H 4.279129 1.032899 1.943279 -0.24 -0.10 0.23 0.00
H 3.841643 3.197949 0.899669 -0.25 0.19 0.09 0.00
H 3.113424 -0.143985 2.597365 0.20 0.43 0.04 0.00
Cl -2.038566 0.951384 1.253267 0.80 0.27 -0.76 0.00
C -2.238822 -2.437927 -0.265147 -0.32 0.03 -0.51 0.00
N -1.282825 -2.946674 0.696850 1.02 1.05 0.31 0.00
C -1.688603 -4.085978 1.510314 -0.03 -0.35 0.21 0.00
C -0.233564 -2.154002 1.014584 -0.51 -1.71 1.11 0.00
O -0.004096 -1.095410 0.364821 0.27 1.09 -0.62 0.00
N 0.538728 -2.536883 2.101313 -0.23 0.33 -0.87 0.00
C 1.202280 -3.825850 2.182273 0.00 -0.42 0.29 0.00
C 0.796534 -1.610745 3.185533 0.08 0.13 0.04 0.00
H -2.576497 -1.432274 0.038119 0.04 -0.44 -0.11 0.00
H -3.088048 -3.138220 -0.280758 0.35 0.47 -0.24 0.00
H -1.777595 -2.380931 -1.258906 -0.22 -0.06 0.22 0.00
H -1.137980 -4.993461 1.235825 -0.14 0.19 0.06 0.00
H -1.536235 -3.883782 2.572957 -0.02 0.01 -0.16 0.00
H -2.750977 -4.259376 1.326566 0.24 -0.02 0.17 0.00
H 2.273104 -3.666108 2.389077 -0.31 -0.03 -0.15 0.00
H 0.796999 -4.440267 3.003900 0.12 0.12 -0.29 0.00
H 1.109100 -4.374339 1.240619 0.03 0.12 0.19 0.00
H 1.878483 -1.523775 3.357132 -0.29 0.06 0.03 0.00
H 0.362861 -0.636215 2.934581 0.12 -0.16 0.16 0.00
H 0.332730 -1.979310 4.118179 0.14 0.18 -0.34 0.00
```
Forces are in eV/Å.

Computed properties:
* gap between HOMO and LUMO (spin up / spin down): 6.07 / 6.06 eV
* spin multiplicity: 2
* ⟨S²⟩: 0.75
* E: -3373.9608 Eh
* charge: +2

=====

[4]
Molecular formula: C13H33FN14O12
Method: DFT, ωB97M-V/def2-TZVPD

```
73
Properties=species:S:1:pos:R:3:forces:R:3:mulliken_charge:R:1
O 1.381820 -1.041323 0.093265 -0.24 -0.69 -0.41 -0.43
H 0.712724 -0.366601 -0.043373 -1.05 1.03 0.20 0.46
H 1.877866 -0.867550 0.896594 0.38 0.40 1.38 0.44
H 1.967277 -0.950902 -0.662154 0.91 0.08 -1.01 0.46
C 3.270443 3.771913 -4.728962 -2.52 -2.04 2.32 -0.67
C 3.081315 5.133719 -4.913083 2.29 0.30 0.13 0.45
C 1.895625 5.815903 -4.129584 -0.34 4.99 -2.86 0.38
O 1.579686 7.070592 -4.357004 1.68 -2.60 0.09 -0.79
C 1.054744 5.129447 -3.324173 0.11 -4.08 1.13 -0.71
C 1.257667 3.712492 -3.092341 -1.10 0.21 1.59 0.47
C 2.497203 2.969875 -3.737551 0.86 4.62 -3.04 0.47
O 2.880054 1.859772 -3.476533 -0.12 -3.20 1.62 -0.73
O 0.503430 3.049132 -2.306150 0.79 0.17 -0.94 -0.80
O 4.015840 5.725449 -5.542174 -1.85 0.91 0.40 -0.76
H 4.170154 3.280166 -5.068235 0.13 0.13 -0.26 0.33
H 0.195559 5.631490 -2.904468 0.02 -0.09 0.11 0.40
F 0.537735 0.010918 4.045968 0.09 -0.20 -0.55 -0.97
C -3.028258 -2.788545 -3.259182 -0.73 5.03 0.79 0.60
O -3.879470 -2.363390 -2.536911 -2.53 0.76 2.00 -0.65
N -2.649621 -3.981423 -3.292252 0.77 -9.25 0.20 -0.41
N -2.244968 -2.015765 -3.958553 1.93 2.13 -2.59 -0.37
H -3.262912 -4.611485 -2.795266 0.02 -0.02 -0.03 0.24
H -2.229987 -4.445090 -4.085367 0.21 0.48 0.07 0.21
H -1.629703 -2.526430 -4.575626 0.43 1.13 0.07 0.15
H -2.153767 -1.034624 -3.736893 -0.06 -0.21 -0.48 0.23
C -0.549648 -4.971573 5.582829 2.69 -2.68 3.33 0.69
O 0.262821 -5.625298 6.172183 2.82 -2.29 1.82 -0.71
N -1.561944 -4.510025 6.190306 -5.14 2.72 2.60 -0.35
N -0.502134 -4.784861 4.351251 -0.39 2.25 -8.71 -0.32
H -1.659087 -4.698530 7.177796 0.01 0.36 -0.40 0.20
H -2.183364 -3.892511 5.687703 -0.26 -0.08 0.73 0.13
H 0.159316 -5.148124 3.679972 0.17 -0.03 0.94 0.20
H -1.077018 -4.041411 3.981251 0.13 -0.17 -0.29 0.15
C 0.493788 5.620426 4.341131 -0.27 2.30 0.25 0.69
O 0.275772 6.824153 4.331903 -0.30 0.21 -0.27 -0.68
N 1.108748 4.978179 5.280990 2.64 -0.43 4.91 -0.38
N 0.204087 4.702935 3.487742 -2.71 -2.22 -5.63 -0.35
H 1.298164 3.995804 5.142611 0.34 0.48 0.97 0.18
H 1.338251 5.535942 6.091134 0.33 -0.73 0.04 0.20
H -0.311550 4.928448 2.649074 0.21 -0.07 0.09 0.20
H 0.357729 3.723457 3.680415 -0.24 0.31 -0.35 0.15
C -5.381677 -1.295505 4.051042 2.13 -0.87 0.53 0.67
O -5.405508 -1.434067 5.229687 0.86 0.54 3.96 -0.65
N -4.347694 -1.108942 3.257872 2.94 0.89 -1.70 -0.39
N -6.440197 -1.540887 3.383486 -6.31 -1.04 -3.25 -0.41
H -3.416055 -0.877615 3.571894 -0.26 0.02 0.13 0.23
H -4.532115 -1.113522 2.264862 0.50 0.22 0.28 0.16
H -6.485722 -1.733121 2.392983 0.09 0.19 0.29 0.17
H -7.234327 -1.832538 3.935204 0.17 0.06 -0.24 0.22
C 5.960749 -1.971471 2.979346 1.05 4.11 -3.40 0.68
O 5.972171 -1.013989 2.206316 -0.18 -0.14 -0.23 -0.68
N 5.071685 -2.200563 3.854348 -5.63 -0.13 3.85 -0.36
N 6.891871 -2.847626 3.094541 3.97 -3.56 -0.09 -0.35
H 5.120624 -3.008542 4.458408 -0.48 0.55 -0.02 0.14
H 4.273370 -1.583737 3.902396 0.00 -0.20 0.22 0.22
H 6.607531 -3.576126 3.733706 1.45 -0.43 -0.59 0.15
H 7.703130 -2.863448 2.493125 -0.35 -0.20 0.28 0.21
C 3.724086 -3.879780 -7.477167 -1.31 -0.17 0.72 0.64
O 2.658814 -4.385776 -7.308838 -2.92 -1.35 0.72 -0.65
N 4.385018 -4.046901 -8.592515 1.33 -1.15 -3.54 -0.42
N 4.346983 -3.090039 -6.665039 3.08 2.62 2.64 -0.32
H 5.236569 -3.540112 -8.787808 -0.52 -0.18 -0.51 0.18
H 3.739444 -4.384338 -9.292134 0.81 0.06 -0.49 0.23
H 5.270736 -2.882098 -7.016515 -0.10 0.58 0.91 0.13
H 4.148571 -2.825575 -5.710679 -0.41 -0.37 -0.42 0.20
C -5.788016 4.104118 -0.438167 0.59 1.35 -1.45 0.60
O -5.484981 4.859094 -1.305726 0.80 2.00 -2.35 -0.63
N -4.947265 3.476917 0.310975 3.93 -2.54 2.65 -0.36
N -7.010738 3.831191 -0.123508 -4.86 -1.03 1.22 -0.38
H -3.979586 3.452084 0.022752 -0.15 0.03 0.15 0.25
H -5.266845 2.790792 0.979705 0.46 0.14 -0.21 0.13
H -7.735709 4.455044 -0.448053 0.11 -0.33 0.25 0.24
H -7.109307 3.262330 0.705217 -0.90 0.41 -0.25 0.15
```
Forces are in eV/Å.

Computed properties:
* gap between HOMO and LUMO: 2.37 eV
* E: -2284.4018 Eh
* charge: -2